{
  "formula": "C6H10O",
  "method": "wB97M-V/def2-TZVPD",
  "symbols": ["C", "C", "C", "C", "C", "C", "O", "H", "H", "H", "H", "H", "H", "H", "H", "H", "H"],
  "xyz": [[2.5927, -0.4124, 0.1843], [2.3024, -0.9552, -0.9934], [0.1654, 1.2694, 0.7536], [-1.2378, 0.9905, 1.0887], [-2.2318, 0.6373, -0.0292], [-1.3655, -0.6035, -0.2614], [-0.4842, -0.2912, 0.8823], [2.1705, -0.7944, 1.1084], [3.2336, 0.4626, 0.2789], [2.7046, -0.5529, -1.9200], [1.6492, -1.8243, -1.0790], [0.2316, 1.3725, -0.3452], [-1.5976, 1.1373, 2.1085], [-3.2470, 0.4119, 0.3086], [-2.2703, 1.3685, -0.8413], [-1.8454, -1.5664, -0.0661], [-0.7706, -0.6498, -1.1777]],
  "nbo_charge": [-0.346, -0.437, -0.207, 0.016, -0.479, -0.063, -0.408, 0.204, 0.197, 0.191, 0.184, 0.118, 0.194, 0.216, 0.220, 0.199, 0.201],
  "relative_energy_kj_mol": 557.4,
  "spin_multiplicity": 1,
  "gap_ev": 8.97,
  "homo_ev": -8.03,
  "total_charge": 0,
  "energy_ev": -8425.464
}

---

{
  "formula": "C32H31NO5P2RuSSe",
  "method": "wB97M-V/def2-TZVPD",
  "symbols": ["Ru", "C", "N", "P", "C", "C", "C", "C", "C", "C", "C", "C", "C", "C", "C", "C", "P", "C", "C", "C", "C", "C", "C", "C", "C", "C", "C", "C", "C", "H", "H", "H", "H", "H", "H", "H", "H", "H", "H", "H", "H", "H", "H", "H", "H", "H", "H", "H", "H", "H", "H", "H", "O", "Se", "O", "O", "O", "C", "S", "O", "C", "C", "C", "C", "C", "C", "H", "H", "H", "H", "H", "H", "H", "H"],
  "xyz": [[-0.5476, 0.6639, -0.2492], [2.6753, -0.6761, 2.3143], [1.6419, 0.1650, 1.6846], [1.6398, 0.5002, 0.0058], [2.6156, 1.9846, -0.2561], [2.5339, 2.5977, -1.5056], [3.2711, 3.7411, -1.7653], [4.0957, 4.2711, -0.7808], [4.1842, 3.6605, 0.4627], [3.4435, 2.5181, 0.7292], [2.4759, -0.8204, -0.8672], [1.7334, -1.8579, -1.4323], [2.3833, -2.8932, -2.0850], [3.7688, -2.8974, -2.1709], [4.5113, -1.8644, -1.6126], [3.8689, -0.8212, -0.9667], [-0.0373, -0.1238, 1.8866], [-0.2488, -0.6633, 3.5758], [0.1365, 0.2087, 4.5971], [-0.0022, -0.1942, 5.9123], [-0.5294, -1.4485, 6.2055], [-0.9179, -2.3080, 5.1892], [-0.7794, -1.9173, 3.8646], [-0.7645, 1.5595, 1.8121], [-2.1766, 1.6347, 1.8236], [-2.8086, 2.8599, 1.8341], [-2.0440, 4.0262, 1.8338], [-0.6566, 3.9744, 1.8288], [-0.0163, 2.7477, 1.8262], [3.6548, -0.2377, 2.1283], [2.6718, -1.6941, 1.9206], [2.5128, -0.7033, 3.3892], [1.9029, 2.1757, -2.2812], [3.2064, 4.2180, -2.7338], [4.6732, 5.1626, -0.9851], [4.8316, 4.0729, 1.2248], [3.5038, 2.0523, 1.7050], [0.6510, -1.8490, -1.3669], [1.8104, -3.6949, -2.5317], [4.2745, -3.7055, -2.6826], [5.5900, -1.8683, -1.6890], [4.4486, -0.0045, -0.5545], [0.5375, 1.1882, 4.3651], [0.2943, 0.4700, 6.7126], [-0.6393, -1.7533, 7.2376], [-1.3280, -3.2801, 5.4255], [-1.0764, -2.5853, 3.0655], [-2.7609, 0.7204, 1.8221], [-3.8882, 2.9191, 1.8433], [-2.5412, 4.9876, 1.8370], [-0.0777, 4.8876, 1.8265], [1.0641, 2.6990, 1.8322], [-3.3716, 0.6576, -2.6361], [-1.5756, 1.3030, -2.8477], [-1.5084, 2.3132, -1.5817], [-0.7081, -0.0014, -2.3744], [-1.6345, 1.7259, -4.3597], [-5.4479, -0.6509, -1.9721], [-3.6957, -0.6441, -1.8979], [-3.2074, -0.6847, -0.5500], [-3.0877, -1.9500, -2.8675], [-3.0559, -1.8174, -4.2532], [-2.5999, -2.8901, -4.9978], [-2.1987, -4.0591, -4.3600], [-2.2406, -4.1701, -2.9755], [-2.6881, -3.1074, -2.2085], [-5.7745, -1.6019, -1.5519], [-5.7561, -0.5533, -3.0113], [-5.7966, 0.1877, -1.3703], [-3.3648, -0.9005, -4.7402], [-2.5568, -2.8140, -6.0752], [-1.8501, -4.8948, -4.9520], [-1.9275, -5.0858, -2.4932], [-2.7191, -3.1666, -1.1289]],
  "lowdin_charge": [0.772, -0.100, -0.441, 0.854, -0.359, -0.079, -0.050, -0.047, -0.052, -0.097, -0.335, -0.097, -0.060, -0.047, -0.048, -0.070, 0.936, -0.367, -0.080, -0.046, -0.040, -0.054, -0.080, -0.478, -0.099, -0.042, -0.015, -0.028, -0.064, 0.082, 0.089, 0.081, 0.107, 0.117, 0.118, 0.117, 0.101, 0.074, 0.109, 0.118, 0.118, 0.112, 0.116, 0.119, 0.120, 0.117, 0.106, 0.107, 0.120, 0.125, 0.123, 0.089, -0.409, 1.003, -0.427, -0.493, -0.297, -0.076, 0.787, -0.299, -0.332, -0.038, -0.025, -0.021, -0.035, -0.038, 0.102, 0.099, 0.099, 0.128, 0.127, 0.125, 0.123, 0.123],
  "relative_energy_kj_mol": 122.1,
  "spin_multiplicity": 1,
  "gap_ev": 7.77,
  "homo_ev": -13.97,
  "total_charge": 2,
  "energy_ev": -142738.041
}

---

{
  "formula": "C7H6Br2FNO3",
  "method": "wB97M-V/def2-TZVPD",
  "symbols": ["C", "O", "C", "C", "Br", "C", "C", "F", "C", "C", "Br", "N", "O", "O", "H", "H", "H", "H", "H", "H"],
  "xyz": [[-1.4494, 2.1236, -0.9218], [-0.2379, 1.5855, -1.3004], [0.3433, 0.5854, -0.5114], [1.3373, 0.6801, 0.3165], [2.2741, 2.4210, 0.5762], [1.7010, -0.3860, 1.2330], [1.2227, -1.7424, 0.8467], [2.0119, -2.6477, 1.2995], [0.4074, -1.9426, -0.1512], [-0.3208, -0.7578, -0.6898], [-1.0061, -1.0080, -2.4094], [-1.4388, -0.7686, 0.2945], [-1.2756, -0.0688, 1.2813], [-2.4254, -1.3986, 0.0651], [-1.6364, 2.8760, -1.6910], [-1.6055, 2.6700, -0.0200], [-2.1474, 1.2640, -1.1144], [1.2818, -0.1188, 2.1623], [2.7825, -0.4870, 1.3347], [0.1813, -2.8792, -0.6006]],
  "nbo_charge": [-0.250, -0.515, 0.223, 0.025, 0.042, -0.550, 0.488, -0.290, -0.342, -0.083, 0.159, 0.508, -0.399, -0.339, 0.199, 0.193, 0.165, 0.259, 0.252, 0.253],
  "relative_energy_kj_mol": 181.3,
  "spin_multiplicity": 1,
  "gap_ev": 9.61,
  "homo_ev": -9.79,
  "smiles": "COC1=C(Br)CC(F)=C[C@@]1(Br)[N+](=O)[O-]",
  "total_charge": 0,
  "energy_ev": -157785.813
}

---

{
  "formula": "C11H21LiN6O11",
  "method": "wB97M-V/def2-TZVPD",
  "symbols": ["Li", "C", "C", "C", "O", "C", "C", "C", "O", "O", "O", "H", "H", "C", "C", "O", "O", "H", "H", "H", "C", "O", "N", "N", "H", "H", "H", "H", "C", "O", "N", "N", "H", "H", "H", "H", "C", "O", "N", "N", "H", "H", "H", "H", "O", "H", "H", "O", "H", "H"],
  "xyz": [[1.6773, -12.1464, 17.0799], [-0.2654, -11.4243, 14.1967], [-0.7840, -10.4620, 13.3881], [0.1160, -9.5115, 12.4856], [-0.3523, -8.7310, 11.5929], [1.4590, -9.5528, 12.5847], [2.1022, -10.5222, 13.5474], [1.1864, -11.6052, 14.3135], [1.7414, -12.4706, 15.0292], [3.3060, -10.6705, 13.5187], [-2.0785, -10.4588, 13.3004], [-0.8390, -12.0618, 14.8532], [2.1643, -8.9702, 12.0107], [5.1863, -10.2218, 18.6834], [3.9465, -10.9250, 18.0766], [3.6355, -10.8351, 16.8697], [3.1009, -11.4728, 18.8220], [5.3839, -9.2911, 18.1516], [5.9731, -10.9761, 18.6926], [4.9495, -9.9571, 19.7139], [0.3615, -10.6604, 21.3753], [-0.6768, -10.5114, 21.8153], [0.6156, -11.5809, 20.4564], [1.4297, -9.8171, 21.4499], [1.4293, -11.4083, 19.8834], [-0.2426, -11.9687, 20.0914], [2.3650, -10.0923, 21.1861], [1.3203, -8.9225, 21.9059], [3.8126, -15.3495, 17.5715], [3.0103, -14.4242, 17.7961], [4.7610, -15.7217, 18.3554], [3.6953, -16.1607, 16.5980], [4.9469, -15.1350, 19.1562], [5.4940, -16.3283, 18.0165], [2.9227, -15.9858, 15.9714], [3.7161, -17.0698, 17.0373], [-0.5412, -9.7339, 17.3257], [0.4871, -10.3954, 17.2293], [-1.7370, -10.1735, 17.5862], [-0.6327, -8.4550, 17.0087], [-2.4234, -9.5439, 17.9767], [-1.6691, -11.1536, 17.8206], [-1.4801, -7.9480, 17.2211], [0.2862, -8.0368, 16.9807], [0.0153, -13.4043, 17.9896], [-0.9344, -13.4259, 18.1073], [0.2707, -14.3249, 17.9301], [0.7270, -15.2556, 15.3779], [-0.0244, -15.2117, 14.7866], [1.1021, -14.3752, 15.3550]],
  "mulliken_spin": [-0.001, 0.075, -0.036, 0.081, 0.383, 0.390, 0.037, -0.046, -0.001, 0.132, -0.006, 0.003, -0.014, 0.000, 0.000, 0.000, 0.000, 0.000, 0.000, 0.000, 0.000, 0.000, 0.000, 0.000, 0.000, 0.000, 0.000, 0.000, 0.000, 0.000, 0.000, 0.000, 0.000, 0.000, 0.000, 0.000, -0.002, 0.004, 0.001, -0.001, 0.000, 0.000, 0.000, -0.001, 0.000, 0.000, 0.000, 0.000, 0.000, 0.000],
  "spin_multiplicity": 2,
  "gap_ev": [7.20, 5.63],
  "homo_ev": [-4.91, -4.84],
  "total_charge": -1,
  "s2": 0.78,
  "energy_ev": -43419.115
}

---

{
  "formula": "C5H7NO",
  "method": "wB97M-V/def2-TZVPD",
  "symbols": ["C", "C", "C", "N", "C", "O", "C", "H", "H", "H", "H", "H", "H", "H"],
  "xyz": [[1.1914, -1.3920, 0.7344], [0.3594, -0.2683, 0.2517], [-0.9472, -0.4699, 0.3848], [-1.6686, 0.4640, -0.3832], [-0.7988, 1.4032, -0.9402], [-1.1299, 2.3546, -1.6103], [0.6119, 1.0274, -0.4677], [2.1993, -1.0597, 1.0406], [1.3129, -2.2086, 0.0217], [0.4407, -1.9295, 1.4595], [-1.1872, -1.4174, 0.9354], [-2.6523, 0.6622, -0.3378], [0.9433, 1.8363, 0.2066], [1.3250, 0.9977, -1.2955]],
  "nbo_charge": [-0.619, -0.056, -0.042, -0.629, 0.691, -0.584, -0.542, 0.219, 0.214, 0.212, 0.217, 0.416, 0.255, 0.248],
  "relative_energy_kj_mol": 95.1,
  "spin_multiplicity": 1,
  "gap_ev": 9.12,
  "homo_ev": -8.30,
  "smiles": "CC1=CNC(=O)C1",
  "total_charge": 0,
  "energy_ev": -8835.217
}

---

{
  "formula": "C18H50BF4N4O5Pd",
  "method": "wB97M-V/def2-TZVPD",
  "symbols": ["Pd", "B", "F", "F", "F", "F", "C", "C", "O", "H", "H", "H", "H", "H", "H", "C", "C", "C", "O", "C", "N", "H", "H", "H", "H", "H", "H", "H", "H", "H", "H", "H", "C", "C", "C", "O", "C", "N", "H", "H", "H", "H", "H", "H", "H", "H", "H", "H", "H", "C", "C", "C", "O", "C", "N", "H", "H", "H", "H", "H", "H", "H", "H", "H", "H", "H", "C", "C", "C", "O", "C", "N", "H", "H", "H", "H", "H", "H", "H", "H", "H", "H", "H"],
  "xyz": [[2.3830, -0.3010, -0.3518], [-0.1230, 0.8564, 1.1026], [-1.4236, 1.2425, 0.8753], [0.0974, 0.2435, 2.3402], [0.2069, -0.1038, 0.0494], [0.7775, 1.9195, 0.9314], [-0.8374, 4.9414, -0.2143], [-1.8120, 4.5212, -1.3015], [-1.8310, 3.1108, -1.4575], [-0.7582, 6.0203, -0.0834], [0.1581, 4.6120, -0.5295], [-1.0793, 4.4558, 0.7317], [-1.4859, 4.9620, -2.2466], [-2.8158, 4.9301, -1.1404], [-2.0850, 2.7322, -0.6072], [-3.0171, 1.9423, 4.1979], [-2.7669, 0.5174, 4.6517], [-3.2741, -0.5383, 3.6641], [-2.8781, -1.8537, 4.0553], [-3.8232, -2.4942, 4.8760], [-1.3396, 0.3529, 4.9887], [-2.5149, 2.6129, 4.8903], [-4.0766, 2.1034, 4.0084], [-2.5062, 2.1201, 3.2397], [-3.2466, 0.3663, 5.6283], [-2.7957, -0.3501, 2.6994], [-4.3660, -0.4858, 3.5987], [-3.9811, -1.9640, 5.8264], [-3.5021, -3.5107, 5.0777], [-4.8170, -2.5159, 4.4034], [-1.1832, -0.6244, 5.2250], [-0.7963, 0.4730, 4.1341], [1.4042, 2.0516, -3.9442], [2.1985, 1.3859, -2.8298], [2.4140, 2.4144, -1.7555], [3.1781, 1.8228, -0.6962], [3.6900, 2.7256, 0.2679], [1.3896, 0.2093, -2.2832], [0.4604, 2.4394, -3.5572], [1.1869, 1.3375, -4.7394], [1.9628, 2.8792, -4.3819], [3.1636, 0.9935, -3.1521], [1.4647, 2.7855, -1.3530], [2.9774, 3.2482, -2.1804], [3.2865, 2.5091, 1.2624], [3.3990, 3.7499, 0.0440], [4.7722, 2.6216, 0.3529], [0.4397, 0.5946, -2.2586], [1.3275, -0.3194, -3.1570], [-2.1284, -2.7869, -2.7918], [-1.0852, -1.8771, -3.4736], [-1.0995, -2.1019, -4.9748], [-0.6573, -3.3854, -5.3246], [0.7081, -3.4434, -5.6517], [-1.3682, -0.4571, -3.2499], [-2.9927, -2.8716, -3.4490], [-2.4379, -2.3647, -1.8347], [-1.7102, -3.7730, -2.5844], [-0.1169, -2.1083, -3.0162], [-0.5058, -1.3216, -5.4684], [-2.1325, -1.9948, -5.3191], [0.9741, -2.7197, -6.4323], [0.9098, -4.4215, -6.0906], [1.3567, -3.3239, -4.7746], [-2.2879, -0.1892, -3.5859], [-1.4082, -0.2808, -2.2485], [3.7315, -1.8842, 3.4759], [3.2029, -1.6843, 2.0736], [1.9680, -2.4928, 1.7747], [1.6428, -2.3119, 0.3774], [0.4226, -3.0007, 0.0573], [2.9269, -0.2252, 1.7549], [3.0331, -1.4913, 4.2227], [4.7036, -1.4320, 3.6552], [3.7900, -2.9561, 3.6774], [3.9935, -1.9365, 1.3556], [1.1475, -2.1039, 2.3886], [2.1594, -3.5524, 1.9391], [0.4759, -3.9935, 0.5174], [0.3470, -3.1413, -1.0137], [-0.4185, -2.4940, 0.5274], [3.5846, 0.2955, 2.3413], [2.0691, 0.0827, 2.2431]],
  "mulliken_spin": [1.608, -0.017, 0.005, 0.001, 0.031, -0.002, 0.000, 0.000, 0.000, 0.000, 0.000, 0.000, 0.000, 0.000, 0.000, 0.000, 0.000, 0.000, 0.000, 0.000, 0.000, 0.000, 0.000, 0.000, 0.000, 0.000, 0.000, 0.000, 0.000, 0.000, 0.000, 0.000, 0.007, -0.002, 0.016, 0.062, -0.002, 0.134, 0.000, 0.000, -0.001, -0.002, -0.013, 0.003, 0.005, 0.003, 0.001, -0.006, -0.006, 0.000, 0.001, 0.000, 0.000, 0.000, 0.001, 0.000, 0.000, 0.000, -0.002, 0.000, 0.000, 0.000, 0.000, 0.000, 0.000, -0.001, 0.003, 0.007, -0.012, 0.071, -0.004, 0.101, 0.001, 0.000, -0.001, 0.001, 0.003, 0.003, 0.000, 0.002, 0.002, 0.003, -0.002],
  "relative_energy_kj_mol": 0.0,
  "spin_multiplicity": 3,
  "gap_ev": [7.81, 4.84],
  "homo_ev": [-10.72, -10.72],
  "total_charge": 1,
  "s2": 2.00,
  "energy_ev": -50698.720
}